# 1
An isolated molecule of C8H9ClN2O in a non-equilibrium geometry, computed with ωB97M-V/def2-TZVPD.

## Properties
**Gap between HOMO and LUMO (spin up / spin down)**: 8.0197 / 5.2824 eV
**DFT total energy**: -25984.1498 eV
**Relative energy (zero: lowest compared OMol25 entry of this formula, charge and spin)**: 8.313 eV
**F_max**: 4.611 eV Å⁻¹
**Highest occupied orbital energy (spin up / spin down)**: -7.56 / -6.53 eV
**Molecular weight**: 184.6 g/mol

Each atom is followed by the atoms it is bonded to, with distances in Å.
Positions of all 21 atoms, in Å:
1 Cl 1.79 0.99 0.14  C11 1.769, C12 1.801
2 O -3.00 -0.13 -0.29  C5 1.179
3 N -1.65 -1.68 0.58  C5 1.398, C8 1.335, H20 1.078
4 N 0.60 -1.40 0.71  C8 1.294, C11 1.363
5 C -1.90 -0.43 0.01  O2 1.179, N3 1.398, C7 1.486
6 C 3.67 -0.87 0.56  C12 1.435, H13 1.061, H14 1.123, H18 1.276
7 C -0.76 0.51 -0.19  C5 1.486, C10 1.329, C11 1.415
8 C -0.43 -2.18 0.81  N3 1.335, N4 1.294, H15 1.090
9 C -2.12 2.34 -1.13  C10 1.507, H16 1.076, H19 1.064, H21 1.096
10 C -0.82 1.77 -0.62  C7 1.329, C9 1.507, H17 1.123
11 C 0.42 -0.13 0.26  Cl1 1.769, N4 1.363, C7 1.415
12 C 3.52 0.48 0.12  Cl1 1.801, C6 1.435
13 H 2.94 -1.06 1.31  C6 1.061
14 H 4.76 -1.11 0.61  C6 1.123
15 H -0.43 -3.12 1.36  C8 1.090
16 H -2.19 3.41 -1.17  C9 1.076
17 H 0.11 2.39 -0.57  C10 1.123
18 H 3.35 -1.61 -0.43  C6 1.276
19 H -3.04 2.20 -0.62  C9 1.064
20 H -2.59 -2.20 0.64  N3 1.078
21 H -2.24 1.82 -2.08  C9 1.096



# 2
An isolated molecule of C8H9ClSi in a non-equilibrium geometry, computed with ωB97M-V/def2-TZVPD.

## Properties
**SMILES**: C=C[Si@H](Cl)c1ccccc1
**Gap between HOMO and LUMO**: 10.1285 eV
**DFT total energy**: -28841.1090 eV
**Relative energy (zero: lowest compared OMol25 entry of this formula, charge and spin)**: 0.754 eV
**F_max**: 4.050 eV Å⁻¹
**Highest occupied orbital energy**: -9.27 eV
**Molecular weight**: 168.7 g/mol

Each atom is followed by the atoms it is bonded to, with distances in Å.
Positions of all 19 atoms, in Å:
1 Cl -0.41 -3.05 1.74  Si2 1.970
2 Si 0.01 -1.12 1.65  Cl1 1.970, C3 2.127, C7 1.845, H18 1.422
3 C -0.47 -0.21 -0.21  Si2 2.127, C8 1.368, C10 1.413
4 C 2.15 0.35 2.59  C7 1.293, H14 1.038, H19 1.089
5 C -0.07 0.09 -2.61  C9 1.406, C10 1.408, H17 1.162
6 C -1.96 1.09 -1.51  C8 1.360, C9 1.376, H11 1.034
7 C 1.78 -0.65 1.86  Si2 1.845, C4 1.293, H15 1.073
8 C -1.55 0.63 -0.30  C3 1.368, C6 1.360, H12 1.156
9 C -1.18 0.95 -2.64  C5 1.406, C6 1.376, H13 1.168
10 C 0.29 -0.49 -1.37  C3 1.413, C5 1.408, H16 1.084
11 H -2.86 1.58 -1.63  C6 1.034
12 H -1.99 1.00 0.71  C8 1.156
13 H -1.76 1.52 -3.47  C9 1.168
14 H 1.48 0.74 3.29  C4 1.038
15 H 2.59 -1.13 1.35  C7 1.073
16 H 1.16 -1.14 -1.40  C10 1.084
17 H 0.51 -0.20 -3.57  C5 1.162
18 H -0.84 -0.75 2.72  Si2 1.422
19 H 3.12 0.79 2.81  C4 1.089



# 3
The ion C8H9FNO2S with charge +1 in a non-equilibrium geometry, computed with ωB97M-V/def2-TZVPD.

## Properties
**Gap between HOMO and LUMO (spin up / spin down)**: 6.2630 / 6.9716 eV
**DFT total energy**: -27565.5898 eV
**Relative energy (zero: lowest compared OMol25 entry of this formula, charge and spin)**: 2.847 eV
**F_max**: 5.892 eV Å⁻¹
**Highest occupied orbital energy (spin up / spin down)**: -13.05 / -12.64 eV
**Charge**: +1
**Molecular weight**: 202.2 g/mol

Each atom is followed by the atoms it is bonded to, with distances in Å.
Positions of all 22 atoms, in Å:
1 S 0.32 -1.82 -0.28  O3 1.370, O4 1.677, C10 2.218
2 F 4.28 0.04 -0.16  C7 1.331
3 O 0.59 -2.82 0.61  S1 1.370
4 O -1.33 -1.58 -0.15  S1 1.677, N5 1.343
5 N -2.16 -0.91 -0.97  O4 1.343, C12 1.413
6 C -0.86 1.63 0.52  C11 1.341, H20 0.998, H21 1.020
7 C 2.96 0.23 -0.15  F2 1.331, C8 1.361, C13 1.400
8 C 2.24 -0.25 0.90  C7 1.361, C10 1.409, H18 0.997
9 C 1.12 1.61 -0.75  C11 1.392, C13 1.386, H14 1.078
10 C 0.84 -0.06 0.96  S1 2.218, C8 1.409, C11 1.437, H15 1.082
11 C 0.35 1.11 0.29  C6 1.341, C9 1.392, C10 1.437
12 C -3.46 -1.18 -0.49  N5 1.413, H16 1.066, H17 1.121, H19 1.200
13 C 2.42 1.20 -1.00  C7 1.400, C9 1.386, H22 1.043
14 H 0.63 2.41 -1.30  C9 1.078
15 H 0.32 -0.15 1.90  C10 1.082
16 H -3.63 -2.23 -0.48  C12 1.066
17 H -4.24 -0.67 -1.12  C12 1.121
18 H 2.74 -0.91 1.45  C8 0.997
19 H -3.49 -0.73 0.62  C12 1.200
20 H -1.21 2.52 0.23  C6 0.998
21 H -1.39 1.10 1.21  C6 1.020
22 H 2.97 1.45 -1.85  C13 1.043



# 4
An isolated molecule of C8H9FO, computed with ωB97M-V/def2-TZVPD.

## Properties
**SMILES**: CC1=CC=C(O)CC(F)=C1
**Gap between HOMO and LUMO**: 8.7048 eV
**DFT total energy**: -13205.8466 eV
**Relative energy (zero: lowest compared OMol25 entry of this formula, charge and spin)**: 0.000 eV
**F_max**: 0.822 eV Å⁻¹
**Highest occupied orbital energy**: -7.94 eV
**Molecular weight**: 140.2 g/mol

Each atom is followed by the atoms it is bonded to, with distances in Å.
Positions of all 19 atoms, in Å:
1 F 1.88 -2.36 0.23  C4 1.353
2 O 2.82 1.55 0.21  C5 1.354, H18 0.965
3 C -1.19 -0.32 0.14  C7 1.446, C8 1.505, C10 1.351
4 C 1.02 -1.36 -0.08  F1 1.353, C7 1.332, C9 1.507
5 C 1.59 1.05 -0.06  O2 1.354, C6 1.341, C9 1.517
6 C 0.43 1.59 0.33  C5 1.341, C10 1.439, H12 1.083
7 C -0.24 -1.40 0.34  C3 1.446, C4 1.332, H14 1.079
8 C -2.63 -0.73 0.02  C3 1.505, H11 1.087, H13 1.088, H16 1.090
9 C 1.61 -0.23 -0.88  C4 1.507, C5 1.517, H15 1.094, H19 1.089
10 C -0.86 0.99 0.14  C3 1.351, C6 1.439, H17 1.084
11 H -3.29 0.07 0.35  C8 1.087
12 H 0.43 2.56 0.81  C6 1.083
13 H -2.83 -1.62 0.61  C8 1.088
14 H -0.61 -2.27 0.86  C7 1.079
15 H 1.00 -0.07 -1.77  C9 1.094
16 H -2.87 -0.96 -1.02  C8 1.090
17 H -1.68 1.70 0.09  C10 1.084
18 H 2.77 2.29 0.83  O2 0.965
19 H 2.64 -0.46 -1.16  C9 1.089



# 5
An isolated molecule of C8H9N in a non-equilibrium geometry, computed with ωB97M-V/def2-TZVPD.

## Properties
**SMILES**: C1=CCN=C2CCCC=12
**Gap between HOMO and LUMO**: 8.1613 eV
**DFT total energy**: -9927.2075 eV
**Relative energy (zero: lowest compared OMol25 entry of this formula, charge and spin)**: 4.385 eV
**F_max**: 4.581 eV Å⁻¹
**Highest occupied orbital energy**: -7.73 eV
**Molecular weight**: 119.2 g/mol

Each atom is followed by the atoms it is bonded to, with distances in Å.
Positions of all 18 atoms, in Å:
1 N -1.39 -1.26 0.06  C6 1.518, C8 1.193
2 C 1.09 1.33 0.11  C4 1.551, C9 1.417, H13 1.103, H15 1.076
3 C -2.64 0.77 -0.35  C6 1.456, C7 1.309, H11 1.034
4 C 1.84 -0.03 0.07  C2 1.551, C5 1.455, H16 1.113, H17 1.133
5 C 0.97 -1.04 -0.52  C4 1.455, C8 1.438, H10 1.092, H18 1.106
6 C -2.67 -0.51 0.35  N1 1.518, C3 1.456, H12 1.134, H14 1.111
7 C -1.52 1.44 -0.31  C3 1.309, C9 1.283
8 C -0.40 -0.69 -0.29  N1 1.193, C5 1.438, C9 1.799
9 C -0.29 1.10 -0.14  C2 1.417, C7 1.283, C8 1.799
10 H 1.21 -2.08 -0.32  C5 1.092
11 H -3.39 0.92 -1.04  C3 1.034
12 H -2.85 -0.33 1.46  C6 1.134
13 H 1.38 2.17 -0.54  C2 1.103
14 H -3.49 -1.05 -0.17  C6 1.111
15 H 1.37 1.70 1.08  C2 1.076
16 H 2.91 0.07 -0.23  C4 1.113
17 H 2.05 -0.18 1.17  C4 1.133
18 H 1.00 -0.95 -1.62  C5 1.106



# 6
The ion C8H9N2 with charge +1 in a non-equilibrium geometry, computed with ωB97M-V/def2-TZVPD.

## Properties
**SMILES**: C[N@@+]12C=CC=CC1=CC=N2
**Gap between HOMO and LUMO**: 8.4106 eV
**DFT total energy**: -11410.8840 eV
**Relative energy (zero: lowest compared OMol25 entry of this formula, charge and spin)**: 2.941 eV
**F_max**: 5.039 eV Å⁻¹
**Highest occupied orbital energy**: -13.65 eV
**Charge**: +1
**Molecular weight**: 133.2 g/mol

Each atom is followed by the atoms it is bonded to, with distances in Å.
Positions of all 19 atoms, in Å:
1 N -1.40 1.35 0.48  N2 1.392, C4 1.275
2 N -0.74 0.14 0.34  N1 1.392, C5 1.460, C6 1.772, C8 1.479
3 C 1.89 -1.16 0.04  C7 1.469, C9 1.316, H19 1.155
4 C -0.96 2.15 -0.42  N1 1.275, C10 1.448, H13 1.083
5 C -1.57 -1.05 0.19  N2 1.460, H12 1.156, H15 1.163, H17 1.130
6 C 0.35 0.37 -1.04  N2 1.772, C9 1.454, C10 1.330
7 C 1.29 -0.80 1.33  C3 1.469, C8 1.337, H11 1.097
8 C 0.15 -0.11 1.49  N2 1.479, C7 1.337, H18 1.125
9 C 1.41 -0.63 -1.07  C3 1.316, C6 1.454, H14 1.177
10 C -0.03 1.60 -1.38  C4 1.448, C6 1.330, H16 1.104
11 H 1.87 -0.98 2.24  C7 1.097
12 H -0.80 -1.86 -0.09  C5 1.156
13 H -1.31 3.14 -0.68  C4 1.083
14 H 1.66 -0.57 -2.22  C9 1.177
15 H -2.38 -0.99 -0.65  C5 1.163
16 H 0.31 2.10 -2.30  C10 1.104
17 H -2.17 -1.03 1.15  C5 1.130
18 H -0.38 0.19 2.43  C8 1.125
19 H 2.79 -1.87 0.15  C3 1.155